# 1
{"formula": "C6H12O2", "method": "the ωB97M-V functional and the def2-TZVPD basis", "lumo_energy_ha": 0.032, "energy_ev": -10510.257, "homo_energy_ev": -9.66, "elements": ["C", "C", "C", "O", "H", "H", "H", "H", "H", "H", "C", "C", "C", "O", "H", "H", "H", "H", "H", "H"], "positions_angstrom": [[-0.0190, 0.4289, -4.5845], [0.7969, -0.7594, -4.9311], [0.4816, -2.0163, -4.1737], [-0.6366, -2.2379, -3.6385], [-0.8647, 0.4916, -5.2898], [0.6045, 1.3312, -4.7017], [-0.4189, 0.4087, -3.5567], [0.6157, -0.9430, -6.0076], [1.8647, -0.4934, -4.8101], [1.2989, -2.7683, -4.2932], [-8.1842, -1.1441, -2.7795], [-8.1880, 0.2987, -3.3397], [-7.0852, 1.2563, -2.7889], [-6.1729, 0.9325, -2.1096], [-8.9560, -1.7801, -3.2448], [-8.3516, -1.1285, -1.6893], [-7.1949, -1.5899, -2.9772], [-8.0509, 0.2999, -4.4382], [-9.0934, 0.8939, -3.1129], [-7.2246, 2.3207, -3.0977]]}

***

# 2
{"formula": "C6H12O2", "method": "the ωB97M-V functional and the def2-TZVPD basis", "lumo_energy_ha": 0.027, "energy_ev": -10506.126, "homo_energy_ev": -7.48, "elements": ["C", "C", "C", "C", "C", "C", "O", "O", "H", "H", "H", "H", "H", "H", "H", "H", "H", "H", "H", "H"], "positions_angstrom": [[0.7201, -0.1707, -0.4286], [-0.0728, 0.8869, 0.0924], [0.8560, -1.4870, 0.2504], [2.0678, 1.1104, 0.4244], [-1.9190, 0.1343, -0.6099], [-2.7704, -0.7191, -0.0346], [0.9783, -0.2246, -1.7516], [-0.3596, 0.9697, 1.4381], [0.6938, 0.5933, -2.1882], [-1.2291, 0.5339, 1.5187], [-0.1429, 1.7990, -0.4936], [-2.2135, 0.5010, -1.6000], [1.5685, -2.1378, -0.2597], [1.1683, -1.3928, 1.2888], [-0.0896, -2.0333, 0.2549], [2.7966, 1.0808, -0.3828], [2.3907, 0.5437, 1.2936], [1.8662, 2.1453, 0.6913], [-3.7452, -0.9829, -0.4510], [-2.5643, -1.1501, 0.9471]]}

***

# 3
{"formula": "C6H12O2Si", "method": "the ωB97M-V functional and the def2-TZVPD basis", "lumo_energy_ha": 0.031, "energy_ev": -18388.136, "homo_energy_ev": -9.69, "elements": ["O", "Si", "C", "C", "C", "C", "O", "H", "H", "H", "H", "H", "H", "H", "H", "H", "H", "C", "C", "H", "H"], "positions_angstrom": [[-1.2558, 2.1679, -2.3952], [-0.9626, 0.9390, -1.3326], [-0.0321, -0.6247, -1.8593], [1.2409, -0.8215, -1.0194], [0.8827, -0.7000, 0.4576], [0.6014, 0.8026, 0.8143], [-0.0322, 1.5701, -0.1958], [-0.6216, 2.6356, -2.9507], [-2.3333, 1.0344, -0.7650], [0.3038, -0.4954, -2.8512], [-0.6158, -1.5667, -1.8189], [1.9937, -0.0139, -1.3526], [1.7357, -1.6997, -1.3545], [-0.1508, -1.1889, 0.6218], [1.7347, -1.2184, 1.0335], [-0.0873, 0.7685, 1.7150], [1.6357, 1.1993, 1.0890], [-1.4453, 0.1272, 3.6044], [-1.0010, 1.2065, 3.8412], [-1.7628, -0.9343, 3.5973], [-0.7205, 2.2439, 3.6134]]}

***

# 4
{"formula": "C6H12O3", "method": "the ωB97M-V functional and the def2-TZVPD basis", "lumo_energy_ha": 0.033, "energy_ev": -12553.888, "homo_energy_ev": -8.98, "elements": ["C", "C", "O", "O", "C", "C", "C", "C", "O", "H", "H", "H", "H", "H", "H", "H", "H", "H", "H", "H", "H"], "positions_angstrom": [[1.2380, 0.5569, 1.8738], [1.1058, 0.0658, 0.6630], [2.5127, -0.5137, 0.0082], [2.8854, -0.0103, -1.2856], [0.2021, -0.0903, -0.4268], [0.0597, 1.1278, -1.3128], [-1.2436, -0.4125, 0.5745], [-2.4193, -0.5114, -0.3734], [-1.1065, -1.6379, 1.2286], [2.2191, 0.6202, 2.3157], [0.3887, 0.8531, 2.4679], [3.6660, -0.5384, -1.4964], [0.3278, -1.0267, -0.9671], [-0.6574, 0.9465, -2.1101], [1.0177, 1.3570, -1.7796], [-0.2502, 1.9974, -0.7354], [-1.4021, 0.4121, 1.2818], [-2.6381, 0.4532, -0.8237], [-2.2197, -1.2437, -1.1534], [-3.3016, -0.8274, 0.1843], [-0.3846, -1.5775, 1.8664]]}

***

# 5
{"formula": "C6H12O4Si", "method": "the ωB97M-V functional and the def2-TZVPD basis", "lumo_energy_ha": 0.022, "energy_ev": -22486.999, "homo_energy_ev": -10.25, "elements": ["C", "C", "O", "O", "Si", "C", "C", "O", "C", "C", "O", "H", "H", "H", "H", "H", "H", "H", "H", "H", "H", "H", "H"], "positions_angstrom": [[1.2403, 2.9473, -1.7801], [0.7450, 2.2608, -0.4640], [0.0179, 2.8956, 0.2549], [1.1181, 0.9193, -0.3945], [0.1690, -0.0342, 0.5617], [0.4753, 0.5237, 2.3465], [-1.5980, 0.5238, 0.1518], [0.3824, -1.6451, 0.1900], [-0.4340, -2.6898, 0.2658], [-0.2055, -3.8094, -0.6707], [-1.3493, -2.6828, 1.0872], [1.4720, 3.9985, -1.6962], [2.0853, 2.3800, -2.1420], [0.5093, 3.0664, -2.5386], [0.1850, 1.5604, 2.1807], [1.4571, 0.5077, 2.7769], [-0.2066, -0.0730, 2.9650], [-2.3040, -0.3274, 0.0002], [-1.9747, 1.3349, 0.7895], [-1.3648, 0.7443, -0.8779], [0.8539, -4.1454, -0.7667], [-0.8199, -4.7155, -0.5472], [-0.4538, -3.5400, -1.6924]]}

***

# 6
{"formula": "C6H12OS", "method": "the ωB97M-V functional and the def2-TZVPD basis", "lumo_energy_ha": 0.024, "energy_ev": -19296.232, "homo_energy_ev": -8.54, "elements": ["C", "C", "C", "O", "C", "C", "C", "S", "H", "H", "H", "H", "H", "H", "H", "H", "H", "H", "H", "H"], "positions_angstrom": [[0.8434, -1.9112, 0.4140], [0.4698, -0.4776, 0.2185], [1.1555, 0.3328, 1.2976], [1.5337, -0.5748, 2.5417], [-0.4333, 0.0638, -0.7202], [-0.9755, -0.6448, -1.8531], [-1.0786, 1.4677, -0.2729], [-0.3012, 2.9211, -1.1857], [1.2293, -1.9087, 1.4214], [1.7398, -2.1377, -0.2582], [0.2843, -2.7931, 0.0000], [0.4475, 1.1601, 1.7195], [2.1944, 0.7725, 0.9240], [0.7211, -0.9799, 2.9157], [-0.8137, 0.0760, -2.7613], [-2.1805, -0.7684, -1.7952], [-0.4946, -1.5971, -2.0378], [-2.1591, 1.4714, -0.6383], [-1.1604, 1.6639, 0.7962], [-1.0218, 3.8640, -0.7258]]}